The following is a DFT calculation (wB97M-V/def2-TZVPD) of an isolated molecule of C19H23N5O3S at a distorted geometry.

CARTESIAN COORDINATES (ANGSTROEM)
C1 3.6512 5.2040 -1.7857
C2 2.2433 4.7166 -1.4752
O1 2.1728 3.2930 -1.4456
C3 2.5804 2.7087 -0.2933
O2 2.9185 3.3234 0.6920
N1 2.5966 1.3587 -0.3849
C4 2.0257 0.6040 -1.4764
C5 0.7386 -0.0768 -1.0042
N2 1.0594 -0.9333 0.1230
C6 0.0329 -1.9020 0.4769
C7 -0.0887 -2.9756 -0.5856
C8 -1.2417 -3.7414 -0.6968
C9 -1.3336 -4.7381 -1.6524
C10 -0.2712 -4.9877 -2.5029
C11 0.8908 -4.2450 -2.3809
C12 0.9835 -3.2498 -1.4252
C13 -1.2888 -1.2692 0.8207
S1 -2.4354 -0.7008 -0.4030
C14 -3.4650 -0.1070 0.8300
N3 -4.6211 0.5078 0.9552
C15 -4.7597 0.6339 2.2972
C16 -5.9367 1.2786 2.9182
N4 -3.7575 0.1333 3.0034
N5 -2.9294 -0.3387 2.0618
C17 -1.7195 -0.9774 2.0729
O3 -1.1046 -1.2624 3.2349
C18 1.5445 -0.1348 1.2314
C19 2.8355 0.5638 0.7988
H1 3.9999 4.7772 -2.7233
H2 4.3264 4.9062 -0.9875
H3 3.6531 6.2874 -1.8642
H4 1.5409 5.0146 -2.2568
H5 1.9147 5.1103 -0.5078
H6 2.7497 -0.1590 -1.7809
H7 1.8246 1.2701 -2.3129
H8 0.0111 0.7075 -0.7345
H9 0.3169 -0.6829 -1.8074
H10 0.3789 -2.3883 1.4012
H11 -2.0728 -3.5675 -0.0295
H12 -2.2386 -5.3221 -1.7298
H13 -0.3452 -5.7629 -3.2509
H14 1.7304 -4.4436 -3.0309
H15 1.8910 -2.6771 -1.3175
H16 -5.8324 1.2596 3.9987
H17 -6.0172 2.3066 2.5707
H18 -6.8418 0.7522 2.6222
H19 -1.6654 -0.9508 3.9600
H20 0.8114 0.6284 1.5453
H21 1.7484 -0.7876 2.0818
H22 3.5943 -0.1894 0.5649
H23 3.2006 1.2252 1.5850

Computed properties:
SMILES string   CCOC(=O)N1CCN([C@H](c2ccccc2)c2sc3nc(C)nn3c2O)CC1
Orbital gap   0.3294 Eh



The following is a DFT calculation (wB97M-V/def2-TZVPD) of an isolated molecule of C19H23NO5 at a distorted geometry.

CARTESIAN COORDINATES (ANGSTROEM)
C1 -0.7959 2.2283 6.9367
C2 0.6876 2.3609 6.6033
O1 0.9510 2.2339 5.2212
C3 0.9172 1.0029 4.6355
C4 1.0717 0.9920 3.2508
C5 1.0761 -0.1903 2.5372
C6 0.9237 -1.4016 3.2012
O2 0.9161 -2.6406 2.6078
C7 1.0743 -2.7239 1.2173
C8 -0.0946 -2.1731 0.4580
C9 -1.3622 -1.8569 0.8556
C10 -2.0305 -1.3901 -0.2966
C11 -1.1263 -1.4567 -1.3227
C12 -1.2864 -1.1087 -2.7429
O3 -2.3229 -0.6514 -3.1884
N1 -0.1896 -1.3595 -3.4979
C13 -0.1300 -1.0606 -4.9047
C14 0.6910 0.2144 -5.1991
C15 -0.0668 1.4860 -4.8115
C16 -0.8848 1.7598 -6.0730
C17 0.0138 1.2085 -7.1866
O4 0.9502 0.3232 -6.5848
O5 0.0619 -1.9335 -0.8590
C18 0.7714 -1.3952 4.5833
C19 0.7667 -0.2123 5.2970
H1 -1.3646 2.9718 6.3839
H2 -0.9480 2.3859 8.0009
H3 -1.1683 1.2429 6.6677
H4 1.0334 3.3685 6.8512
H5 1.2834 1.6424 7.1800
H6 1.1895 1.9358 2.7425
H7 1.1917 -0.1472 1.4660
H8 1.1762 -3.7968 1.0120
H9 1.9978 -2.2258 0.8849
H10 -1.7582 -1.9434 1.8461
H11 -3.0421 -1.0502 -0.3738
H12 0.6469 -1.6890 -3.0430
H13 -1.1579 -0.9285 -5.2476
H14 0.3247 -1.8974 -5.4426
H15 1.6620 0.1304 -4.6949
H16 0.6366 2.2982 -4.6247
H17 -0.6907 1.3402 -3.9336
H18 -1.8284 1.2168 -6.0324
H19 -1.0998 2.8167 -6.2109
H20 0.5822 2.0059 -7.6794
H21 -0.5550 0.6662 -7.9491
H22 0.6561 -2.3395 5.0914
H23 0.6500 -0.2592 6.3679

Computed properties:
SMILES string   CCOc1ccc(OCc2ccc(C(=O)NC[C@@H]3CCCO3)o2)cc1
Orbital gap   0.3189 Eh



The following is a DFT calculation (wB97M-V/def2-TZVPD) of C19H23NPW as an isolated structure at a distorted geometry.

CARTESIAN COORDINATES (ANGSTROEM)
C1 -1.3297 1.3783 -4.1048
W1 -0.9763 0.0665 -2.2613
N1 0.2206 -1.2418 -3.4880
H1 -1.0554 1.5932 -1.5688
H2 -0.5357 1.6388 -3.2987
H3 -1.9530 2.2763 -4.1225
H4 -2.0162 0.5057 -3.7659
H5 -0.7924 1.1464 -5.0322
H6 0.1481 -2.2186 -3.2109
H7 1.2042 -0.9653 -3.3138
H8 0.1219 -1.2262 -4.5057
C2 -0.3848 3.6028 2.7235
C3 0.5706 3.6795 1.7098
C4 0.7421 2.6252 0.8187
C5 -0.0493 1.4692 0.9449
C6 -1.0249 1.3891 1.9416
C7 -1.1678 2.4497 2.8447
P1 0.2717 0.1790 -0.3298
C8 1.7748 -0.4594 0.4314
C9 2.9660 -0.6528 -0.2911
C10 4.1410 -0.9817 0.3968
C11 4.1306 -1.1812 1.7832
C12 2.9228 -1.0779 2.4915
C13 1.7475 -0.7419 1.8087
C14 -0.9197 -1.1588 0.0600
C15 -0.8491 -2.2570 0.9179
C16 -1.9861 -3.0171 1.2287
C17 -3.2235 -2.7167 0.6312
C18 -3.3100 -1.6812 -0.3135
C19 -2.1591 -0.9178 -0.6130
H9 -0.5362 4.4352 3.3999
H10 1.1882 4.5711 1.6021
H11 1.4849 2.7004 0.0126
H12 -1.6839 0.5127 2.0199
H13 -1.9064 2.3728 3.6355
H14 2.9636 -0.5644 -1.3868
H15 5.0735 -1.0899 -0.1645
H16 5.0503 -1.4423 2.3091
H17 2.8952 -1.2739 3.5661
H18 0.7968 -0.7323 2.3638
H19 0.0868 -2.5196 1.4069
H20 -1.8981 -3.8284 1.9520
H21 -4.1091 -3.2857 0.9175
H22 -4.2414 -1.4206 -0.8447
H23 -2.3931 0.0606 -1.3021

Computed properties:
2S+1   3
Total charge   +1
Orbital gap (spin up / spin down)   0.2362 / 0.2454 Eh



Sequential energy relative to the best compared isomer or geometry (same formula, charge and spin) output: 0.928, 1.967, 2.000 eV
Sequential calculated total energy output: -44505.0272, -31803.0148, -32669.2098 eV